Density functional theory data (wB97M-V/def2-TZVPD) for C33H42BBaN6O4SeSi as an isolated structure at a distorted geometry.

```
89
Properties=species:S:1:pos:R:3:forces:R:3:lowdin_charge:R:1
Ba 10.84285 16.30475 11.60250 0.2 0.4 -0.9 1.684
Se 7.91033 17.91142 10.24905 0.2 -0.3 -0.4 0.608
Si 9.37350 14.43722 14.76332 -0.7 -0.7 1.2 0.332
O 9.65675 20.80966 12.49874 -0.9 0.4 -0.5 0.053
O 12.49431 13.52521 8.06315 -0.7 -0.3 -0.4 0.117
O 10.60041 18.59878 12.95451 -0.1 -1.2 -0.7 -0.243
O 14.15214 15.13880 8.40010 -2.0 0.8 0.1 0.146
N 13.18709 14.75486 12.20115 1.4 -0.6 0.5 0.016
N 12.63070 18.41570 14.09868 0.4 0.5 -0.3 0.043
N 6.72869 17.46760 12.77965 -1.1 -0.4 0.0 -0.129
N 11.05320 16.91672 8.80397 -0.5 0.2 2.2 -0.095
N 6.28369 15.84293 11.48784 0.1 -1.4 -2.0 -0.133
N 12.83748 17.22486 13.46589 -0.2 -0.6 0.5 -0.099
C 15.11657 14.36901 13.55729 0.9 0.6 1.0 -0.041
C 10.17567 22.57395 13.98888 -2.1 1.9 -0.2 -0.048
C 6.47881 14.82134 10.41266 -4.3 0.1 1.4 -0.006
C 11.51945 19.02593 13.70799 0.3 1.0 0.9 -0.458
C 5.84074 16.62584 13.45157 0.8 1.3 1.2 -0.058
C 14.08150 15.18318 13.13449 -1.2 0.5 -0.8 -0.268
C 9.53457 16.10842 15.68004 -0.9 -0.3 -0.1 -0.178
C 14.07546 11.61267 8.20755 -2.3 -0.3 -0.1 -0.015
C 10.30729 21.29412 13.53275 2.2 -2.0 0.7 -0.287
C 18.69511 13.18899 9.17969 0.6 -0.8 0.4 -0.067
C 7.92464 13.62445 15.82170 -0.2 2.0 -1.7 -0.202
C 10.83688 23.07574 15.07439 1.7 -2.2 1.0 -0.099
C 14.63016 13.91489 8.36924 3.6 0.1 -0.8 -0.262
C 11.74314 15.87343 8.78984 -0.3 0.2 0.0 -0.201
C 13.91670 16.57211 13.70734 0.4 -0.2 -0.2 -0.098
C 9.23429 14.58320 12.98594 -0.9 -0.1 -0.5 -0.498
C 15.35128 13.12389 12.97953 -0.4 0.6 0.1 -0.052
C 15.37800 11.31775 8.44468 1.3 -1.2 0.2 -0.088
C 13.40365 13.51864 11.69392 -1.1 1.6 0.6 -0.114
C 16.33644 12.31252 8.56837 2.1 -0.6 0.3 -0.190
C 11.72505 22.25197 15.78224 -1.2 -0.6 -1.7 -0.092
C 17.82860 11.89084 8.90352 -2.1 2.5 2.1 -0.516
C 7.25426 18.69916 13.30969 -1.5 0.0 -0.9 -0.034
C 6.94199 17.01829 11.51636 -0.2 -0.1 1.4 -0.787
C 5.57132 15.60587 12.65163 0.4 0.0 -0.7 -0.068
C 14.43586 12.68653 12.03387 0.6 1.0 0.9 -0.057
C 13.72334 12.92766 8.10719 -0.8 1.2 0.8 -0.230
C 10.86445 13.39932 15.21401 1.3 -0.2 -1.6 -0.198
C 11.89447 20.95107 15.30901 1.1 -1.0 1.1 -0.055
C 17.77086 11.15362 10.29501 -0.4 -0.3 -1.4 -0.040
C 16.00570 13.64532 8.48612 -1.5 -0.3 0.9 0.067
C 18.31601 11.08617 7.77921 2.0 -0.1 -1.8 -0.081
C 11.27004 20.43004 14.19839 -0.5 1.0 -0.2 -0.062
B 12.68718 14.93102 8.31552 1.7 -1.2 -0.1 -0.582
H 12.62305 13.23748 11.02734 -0.3 -0.5 -0.7 0.110
H 19.34956 10.73062 7.90814 -0.2 -0.2 0.3 0.084
H 17.16733 10.24534 10.22367 0.5 -0.4 -0.3 0.068
H 8.20829 18.46583 13.66938 1.7 0.3 0.4 0.059
H 19.78930 12.94583 9.29929 -1.0 0.0 -0.2 0.092
H 11.25152 13.62539 16.18162 0.3 0.2 0.9 0.006
H 16.69869 14.38963 8.83410 -0.1 0.4 -0.4 0.104
H 15.65682 10.27163 8.60501 0.0 0.3 -0.2 0.110
H 7.13636 15.16187 9.68078 1.4 0.5 -0.8 0.027
H 18.60901 14.01178 8.47941 0.1 -0.3 -0.7 0.064
H 7.55114 12.67895 15.46104 0.3 -0.7 0.4 -0.001
H 8.34323 15.16927 12.68850 0.1 0.0 0.2 -0.082
H 8.21811 13.75492 16.84807 -0.1 -0.6 0.7 -0.003
H 18.80947 10.94187 10.54567 -0.2 -0.2 0.7 0.078
H 8.55673 16.62594 15.53530 0.5 -0.2 0.4 0.021
H 18.38673 13.65656 10.11985 0.0 -0.3 0.1 0.076
H 9.90224 19.83401 12.54503 -0.3 -0.2 -0.6 0.025
H 10.77540 12.32382 15.12970 -0.6 -0.4 0.2 0.015
H 6.61087 18.95162 14.13524 -0.2 0.5 0.3 0.091
H 18.41251 11.68310 6.84271 -0.4 -0.1 0.6 0.105
H 13.25049 10.89412 8.24754 0.5 -0.1 -0.3 0.128
H 7.21925 19.42483 12.47949 0.4 0.0 0.7 0.072
H 12.52532 20.21128 15.85166 -0.3 0.8 -0.3 0.115
H 10.65592 24.01803 15.47943 -0.5 1.6 0.2 0.077
H 17.68284 10.25684 7.52776 -0.3 -0.5 0.1 0.070
H 10.25554 16.72434 15.17467 0.6 0.4 -0.1 -0.014
H 12.13091 22.55700 16.69828 0.7 0.4 1.0 0.071
H 17.17242 11.67557 11.04924 0.7 0.6 -0.1 0.063
H 16.21745 12.52023 13.22097 -0.1 0.0 0.3 0.102
H 15.68838 14.81093 14.40028 0.1 -0.7 -0.8 0.116
H 11.02825 17.45594 7.97783 -0.2 0.6 -1.6 0.019
H 9.78401 16.03148 16.76184 -0.2 0.0 -0.7 0.038
H 7.06694 14.31380 15.64205 0.3 -0.2 0.2 0.000
H 14.51958 11.73555 11.62093 0.1 -1.4 -0.9 0.087
H 4.93888 14.77246 12.83370 -0.1 -0.6 -0.2 0.117
H 6.68472 13.88140 10.92044 0.5 0.0 -0.3 0.086
H 14.80352 16.98970 14.26773 -1.2 -0.3 -0.2 0.127
H 5.56161 16.81802 14.49094 0.1 -0.1 -0.6 0.131
H 9.08945 13.61753 12.46874 0.3 0.0 0.2 -0.044
H 11.69364 13.55440 14.47114 -0.5 0.4 0.6 0.019
H 9.33812 23.20684 13.65887 0.5 -0.4 -0.6 0.120
H 5.43922 14.71206 9.90677 1.7 0.0 0.6 0.116
```
Positions in Å, forces in eV/Å.

For the total energy, the calculation gives -4653.58111 hartree. The value obtained for the HOMO energy is -0.135 hartree. The HOMO-LUMO gap comes out at 5.81 eV. As for the total charge: -1. As for the spin multiplicity: 1. Its lowest unoccupied orbital energy is 2.14 eV.



Density functional theory data (wB97M-V/def2-TZVPD) for C28H32BCoN8O2S2 as an isolated structure.

```
74
Properties=species:S:1:pos:R:3:forces:R:3:mulliken_spin:R:1
Co 0.37317 -0.23904 -0.52560 0.1 -0.6 0.0 1.019
S -3.33321 -6.11778 -2.60204 0.0 -0.1 0.0 0.198
S -0.93342 2.68701 0.52938 0.0 0.0 0.3 1.358
O -0.42654 1.63347 -3.42478 0.0 0.0 0.1 0.055
O -0.66182 1.28096 -1.21536 -0.1 0.2 -0.3 0.260
N -0.21554 -0.07935 2.40522 0.1 -0.1 -0.1 0.027
N -2.64957 -4.83765 -4.79508 0.0 -0.2 0.0 0.056
N 1.87095 1.01439 1.58179 0.2 -0.2 -0.1 0.019
N 1.68602 1.05167 0.24091 -0.2 0.1 0.1 -0.011
N -0.87820 -0.21063 1.23482 0.1 0.2 0.0 0.042
N -0.74882 -1.54600 -1.41273 0.1 0.1 -0.1 0.178
N 1.73668 -1.48210 1.60451 -0.1 0.0 0.0 0.012
N 1.46027 -1.63690 0.27877 0.0 0.1 0.1 -0.032
C 1.88777 -3.28309 -1.51876 0.0 0.0 0.0 0.009
C -1.28951 -2.60853 -0.74316 0.1 0.0 0.1 0.080
C 2.99135 2.29431 3.39556 0.0 0.0 0.0 -0.001
C 2.90737 2.81334 0.84795 0.0 0.0 0.0 -0.006
C -1.64946 5.13980 -0.37353 0.0 0.0 0.0 0.123
C -0.85860 -1.57430 -2.76842 0.0 0.0 0.0 0.064
C 2.61073 2.06509 1.97253 0.0 0.0 0.1 0.023
C -1.27440 3.81555 -0.68210 0.0 0.1 -0.1 -0.032
C -1.75348 5.61244 -2.73015 0.0 0.0 0.0 0.155
C -1.07169 0.21337 3.40120 0.0 0.0 0.0 0.009
C 2.59384 -3.41414 0.98175 0.0 0.0 0.0 0.006
C -3.20631 -0.13978 0.41952 0.0 0.0 0.0 0.018
C -2.01690 -3.71505 -2.77302 0.0 0.0 -0.1 0.146
C -1.90554 -3.65325 -1.35240 0.0 0.0 0.0 0.050
C 2.87222 -2.70707 3.45944 0.0 0.0 0.0 -0.001
C 2.31128 2.13102 -0.22091 0.1 0.0 -0.1 0.009
C -2.16980 -0.01569 1.48644 -0.1 0.0 0.0 -0.011
C -1.44975 -2.59176 -3.45679 -0.1 -0.1 0.0 0.016
C -0.71788 1.99488 -2.30680 0.1 0.1 0.0 0.061
C 2.37206 2.44520 -1.67803 0.0 0.0 0.0 -0.035
C -0.63106 0.41911 4.81100 0.0 0.0 0.0 0.000
C -1.88854 6.02382 -1.40240 0.0 0.0 0.0 -0.059
C -1.37980 4.30825 -3.04172 0.0 0.0 0.0 -0.051
C -2.33952 0.26639 2.85270 0.0 0.0 0.0 0.012
C -1.14813 3.40889 -2.02583 -0.1 0.0 0.0 0.064
C 2.41862 -2.55737 2.04673 0.0 0.0 0.0 0.005
C -2.64318 -4.81799 -3.41924 0.1 0.1 0.0 0.081
C 1.97719 -2.79311 -0.11307 0.0 0.0 -0.1 -0.018
B 1.32429 -0.20933 2.36980 0.0 0.1 0.0 -0.036
H -0.45393 -0.72007 -3.29583 0.0 0.0 0.0 0.029
H -2.31885 -4.45949 -0.76197 0.0 0.0 0.0 0.024
H -1.26369 3.97258 -4.06282 0.0 0.0 0.0 0.006
H -2.18060 7.03972 -1.17913 0.0 0.0 0.0 0.000
H 3.56657 -1.91638 3.74287 0.0 0.0 0.0 0.000
H 2.70097 -3.97984 -1.71525 0.0 0.0 0.0 -0.001
H -2.48390 -4.00014 -5.31899 0.0 0.1 0.0 0.000
H 3.56754 1.45924 3.79154 0.0 0.0 0.0 0.000
H 2.11122 2.41455 4.02734 0.0 0.0 0.0 0.000
H 3.37623 -3.66420 3.57524 0.0 0.0 0.0 0.000
H -2.77639 0.05376 -0.56036 0.0 0.0 0.0 0.001
H -1.50215 0.54566 5.45056 0.0 0.0 0.0 0.000
H -1.94012 6.31929 -3.52696 0.0 0.0 0.0 0.006
H 1.77325 -0.22112 3.47859 0.0 0.0 0.0 0.000
H -1.18701 -2.57899 0.33371 0.0 0.0 0.0 0.032
H 3.50000 3.71028 0.80047 0.0 0.0 0.0 0.001
H -0.00403 1.30577 4.90971 0.0 0.0 0.0 0.001
H 2.03270 -2.67567 4.15348 0.0 0.0 0.0 0.000
H 1.93868 1.64328 -2.27391 0.0 0.0 0.0 0.009
H 3.59362 3.19750 3.47156 0.0 0.0 0.0 0.000
H 1.83678 3.36784 -1.91468 0.0 0.0 0.0 0.006
H -1.47542 -2.50028 -4.53274 0.0 0.0 -0.1 0.022
H -0.05569 -0.43104 5.17523 0.0 0.0 0.0 0.000
H 3.09812 -4.36391 0.98753 0.0 0.0 0.0 0.002
H -4.02593 0.55523 0.60308 0.0 0.0 0.0 0.000
H -1.74671 5.44310 0.65973 0.0 0.0 0.0 -0.004
H 1.95253 -2.46129 -2.23033 0.0 0.0 0.0 0.003
H -3.26460 0.44820 3.37150 0.0 0.0 0.0 0.003
H -3.25479 -5.52611 -5.21156 0.1 0.1 0.0 0.001
H 0.94320 -3.79811 -1.69713 0.0 0.0 0.0 -0.001
H -3.61947 -1.14946 0.39827 0.0 0.0 0.0 -0.005
H 3.40871 2.58103 -1.98687 0.0 0.0 0.0 0.002
```
Positions in Å, forces in eV/Å.

For the total energy, the calculation gives -3878.78182 hartree. The value obtained for the HOMO energy (alpha / beta) is -0.169 / -0.242 hartree. The HOMO-LUMO gap (alpha / beta) comes out at 4.12 / 2.77 eV. As for the spin multiplicity: 5. Its lowest unoccupied orbital energy (alpha / beta) is -0.47 / -3.81 eV.



Density functional theory data (wB97M-V/def2-TZVPD) for a 2-piece molecular cluster, C3H10N2O overall at a distorted geometry.

```
16
Properties=species:S:1:pos:R:3:forces:R:3:nbo_charge:R:1
O 1.52311 3.39614 -2.27373 0.1 -0.1 1.1 -0.712
N 0.18887 2.92219 -0.44115 0.0 -0.2 1.7 -0.843
N -1.46258 -3.61171 1.76932 0.5 1.1 -0.5 -0.824
C 1.39954 2.56070 -1.11930 0.0 -0.4 -1.1 0.099
C -0.52971 -2.69862 1.23996 0.3 -0.1 -0.3 0.023
C -0.81182 -1.83747 0.24391 0.3 -0.5 2.0 -0.535
H -0.66680 2.90035 -0.97829 0.4 0.0 -0.7 0.365
H 2.32054 2.64178 -0.53055 -0.5 0.6 0.5 0.158
H -2.33199 -3.10856 1.85019 -0.5 -0.7 0.4 0.374
H 0.44649 -2.67242 1.72175 0.1 -0.6 -0.5 0.183
H 1.39132 1.48813 -1.38346 0.0 0.2 -0.5 0.118
H -1.15176 -4.13494 2.56949 -0.3 0.3 0.2 0.380
H -1.86568 -1.61850 0.17841 -0.1 0.1 -1.2 0.192
H 1.50721 2.79841 -3.00007 0.0 -0.4 -1.1 0.466
H 0.00837 -1.23708 -0.11708 -0.4 0.4 -0.2 0.207
H 0.03489 2.21160 0.27062 0.0 0.3 0.3 0.350
```
Positions in Å, forces in eV/Å.

For the total energy, the calculation gives -304.98715 hartree. The value obtained for the HOMO energy is -0.316 hartree. As for the SMILES: C=CN.NCO. The HOMO-LUMO gap comes out at 9.36 eV. As for the spin multiplicity: 1. Its lowest unoccupied orbital energy is 0.77 eV. The calculation puts the energy above the lowest of the compared OMol25 structures with the same formula, charge and spin at 229.7 kJ/mol.



Density functional theory data (wB97M-V/def2-TZVPD) for an isolated molecule of C19H21ClN4 at a distorted geometry.

```
45
Properties=species:S:1:pos:R:3:forces:R:3:nbo_charge:R:1
Cl 1.85993 4.17106 6.58481 0.1 0.2 0.7 0.064
N -0.14638 -0.60853 -0.67379 2.8 1.9 2.0 -0.599
N -2.29427 1.46861 2.03741 4.4 6.6 7.9 -0.480
N -0.35148 0.69498 1.32911 6.7 0.5 -0.5 -0.585
N 2.11970 -2.14380 -3.65278 -1.7 -6.2 -3.2 -0.473
C 2.04873 -0.75070 -1.81697 1.3 -8.4 7.3 -0.366
C -0.14302 2.12250 3.24469 -17.2 2.9 -3.4 0.032
C -2.79853 0.96328 1.07866 -10.3 -7.9 -10.8 0.174
C 1.68163 -3.52153 -4.29071 1.5 5.7 -5.6 -0.408
C -5.12668 0.65258 -0.09570 1.4 -3.9 -3.5 -0.250
C -0.35379 3.45352 5.12895 -7.6 4.5 2.4 -0.167
C 1.00991 3.35459 5.37622 -1.5 -0.3 -1.2 -0.163
C -2.96382 -0.37265 -1.05703 -6.2 -1.4 -0.1 -0.303
C -1.19183 3.00644 4.09597 14.3 -3.8 1.5 -0.154
C 1.17224 -0.77484 -0.42612 7.4 -1.8 -1.9 -0.219
C -2.36201 0.00003 0.04713 7.7 6.6 5.7 -0.092
C -4.38755 -0.36455 -1.03486 -0.8 3.0 0.1 -0.144
C 2.02794 -2.43190 -2.31806 -5.8 4.9 3.5 -0.163
C -4.29989 1.06147 0.89731 -1.6 4.1 3.3 -0.185
C 3.39380 -1.81971 -4.02374 6.4 -2.8 -5.0 -0.412
C -0.65425 0.18996 0.25766 -11.1 -4.2 -4.0 0.549
C 1.58775 2.62449 4.42873 9.2 -0.9 1.6 -0.107
C -0.99779 1.55023 2.04473 0.5 -1.0 4.3 0.452
C 1.07513 2.02590 3.32374 5.6 -0.5 2.0 -0.313
H 2.65949 -3.03344 -1.67397 0.7 -0.3 -0.5 0.194
H -6.24280 0.86743 -0.38381 2.4 -0.3 1.3 0.244
H 1.67442 -0.08358 -2.38613 -3.0 3.9 -4.7 0.183
H -4.93891 -0.90596 -1.83400 0.3 0.6 0.7 0.204
H 3.78526 -0.89012 -3.74224 -0.1 1.6 0.3 0.207
H 1.94690 -3.46539 -5.47668 -1.0 0.4 2.4 0.182
H 4.38601 -2.52887 -3.77005 -2.6 0.8 0.6 0.144
H 1.55960 0.02681 0.10336 0.3 1.9 1.1 0.210
H 1.58309 -1.62638 0.23655 -1.2 0.5 -1.1 0.169
H 2.88371 2.43303 4.58426 -3.9 0.7 -0.4 0.191
H -0.51797 -1.34817 -1.15823 -2.3 -1.3 -1.0 0.410
H -2.58364 -1.08185 -1.68182 1.5 -1.5 -2.0 0.200
H 0.80698 -2.87246 -2.16126 3.5 1.3 0.0 0.145
H -2.08537 3.24489 3.86354 -6.0 1.2 -1.4 0.214
H -4.88187 1.82033 1.67073 1.8 -1.8 -1.7 0.197
H 3.09945 -0.55384 -1.69889 0.4 0.2 0.7 0.191
H 3.66549 -2.01458 -5.23336 -1.5 1.2 2.9 0.207
H 1.53404 1.29057 2.77740 1.7 -1.2 -1.6 0.248
H 0.68022 -3.72643 -4.21979 -2.5 0.0 0.6 0.199
H -1.13319 4.23576 5.84837 3.0 -2.2 -1.5 0.193
H 2.21362 -4.33920 -4.14935 3.0 -3.6 2.2 0.182
```
Positions in Å, forces in eV/Å.

For the total energy, the calculation gives -1415.26704 hartree. The value obtained for the HOMO energy is -0.281 hartree. As for the SMILES: CN(C)CCCNc1nc(-c2ccc(Cl)cc2)nc2ccccc12. The HOMO-LUMO gap comes out at 7.19 eV. As for the spin multiplicity: 1. Its lowest unoccupied orbital energy is -0.45 eV. The calculation puts the energy above the lowest of the compared OMol25 structures with the same formula, charge and spin at 1494.3 kJ/mol.



Number 1: molecular weight 841.92 g/mol. Number 2: molecular weight 646.50 g/mol. Number 3: molecular weight 90.13 g/mol. Number 4: molecular weight 340.86 g/mol.